# 1
A molecular structure, C4H3CrO4 in a non-equilibrium geometry. Source: the Open Molecules 2025 dataset; level of theory: ωB97M-V/def2-TZVPD.

Element x y z (Å)
O -0.9672 2.4870 -0.3080
C 0.0645 2.9478 -0.1807
Cr -2.8423 1.6972 -0.3141
C -2.8302 -0.5970 3.3342
C -2.5178 -0.2110 1.9380
O -2.6267 0.9782 1.6447
C -2.2999 1.6481 3.9334
O -2.3288 0.4511 4.2164
O -1.9460 2.7185 4.0998
H -2.3311 -1.5331 3.6221
H -3.9192 -0.6487 3.4865
H -2.0887 -0.9572 1.2539

**2S+1**: 5
**E**: -1498.24436 a.u.
**Total charge**: +3
**Energy above the lowest of the compared OMol25 structures with the same formula, charge and spin**: 0.000 eV
**Orbital gap (spin up / spin down)**: 8.7912 / 10.4432 eV
**E_HOMO (spin up / spin down)**: -0.938 / -0.939 Eh


# 2
A molecular structure, C4H3CsMgO6 in a non-equilibrium geometry. Source: the Open Molecules 2025 dataset; level of theory: ωB97M-V/def2-TZVPD.

Element x y z (Å)
O -3.6075 -0.1424 0.9433
C -2.5673 -0.6055 0.3962
O -2.5856 -1.1216 -0.7521
O -1.4344 -0.4835 1.0944
C -0.1822 -0.9561 0.5770
O 1.9986 -0.2694 -0.0002
C 2.9749 0.6498 -0.0023
C 0.6465 0.1372 0.1461
O 2.7254 1.8738 -0.0157
O 4.1358 0.2115 -0.2567
Cs -7.7525 -1.4245 -0.9798
Mg 5.1751 1.9463 -0.6787
H -0.3593 -1.7118 -0.1985
H 0.5611 1.0274 0.7812
H 0.2713 0.8687 -1.0541

**2S+1**: 2
**E**: -825.82340 a.u.
**Total charge**: -1
**Energy above the lowest of the compared OMol25 structures with the same formula, charge and spin**: 0.000 eV
**Orbital gap (spin up / spin down)**: 5.9908 / 1.5542 eV
**E_HOMO (spin up / spin down)**: -0.161 / -0.040 Eh


# 3
A molecular structure, C4H3ErLiO in a non-equilibrium geometry. Source: the Open Molecules 2025 dataset; level of theory: ωB97M-V/def2-TZVPD.

Element x y z (Å)
C -0.4384 2.2736 -0.4185
C -1.1506 2.6447 -1.3465
H -1.8110 2.9905 -2.1283
Li -0.5692 -0.2148 -1.2758
O 1.7060 -0.7740 1.4459
C 0.9327 -1.6990 1.0667
C -0.1782 -1.6538 0.2637
Er 1.1850 1.4489 1.3096
H 1.3492 -2.6971 0.6126
H -1.0255 -2.3190 0.4706

**2S+1**: 5
**E**: -1251.21293 a.u.
**Total charge**: +2
**Energy above the lowest of the compared OMol25 structures with the same formula, charge and spin**: 1.201 eV
**Orbital gap (spin up / spin down)**: 5.7330 / 7.3143 eV
**E_HOMO (spin up / spin down)**: -0.602 / -0.663 Eh


# 4
2 unconnected molecules or ions with the total composition C4H3F2I in a non-equilibrium geometry. Source: the Open Molecules 2025 dataset; level of theory: ωB97M-V/def2-TZVPD.

Element x y z (Å)
C -1.4317 1.4195 -0.2589
C -1.5341 0.1364 -0.0283
C 0.5061 -0.8833 0.2201
C 1.8727 -0.8662 0.1871
F 0.0135 -2.1719 0.3445
F 2.6584 -1.8818 0.4559
I 2.9802 0.8246 -0.1240
H -2.4210 2.0484 -0.4196
H -0.5470 2.1226 -0.2833
H -2.0970 -0.7483 -0.0935

**E**: -651.42743 a.u.
**Total charge**: 0
**Energy above the lowest of the compared OMol25 structures with the same formula, charge and spin**: 3.454 eV
**Orbital gap**: 8.3169 eV
**E_HOMO**: -0.320 Eh


# 5
C4H3F3N2O4 in the gas phase. Source: the Open Molecules 2025 dataset; level of theory: ωB97M-V/def2-TZVPD.

Element x y z (Å)
N -2.2585 -0.0475 -1.0119
C -1.5897 -1.2495 -0.7039
O -1.7861 -2.3384 -1.1431
O -0.6247 -1.0594 0.2961
C 0.5997 -0.6313 -0.1817
F 1.4302 -1.6951 -0.4332
N 1.2192 0.1460 0.9025
C 0.2402 0.9383 1.6115
O -0.1751 0.6979 2.6872
F -0.1838 1.9701 0.8750
C 2.3116 0.9098 0.3876
O 2.3192 1.6014 -0.5756
F 3.3804 0.7298 1.1570
H -3.2397 -0.1172 -0.7820
H -2.1521 0.1818 -1.9902
H 0.5089 -0.0366 -1.0954

**E**: -864.30170 a.u.
**Total charge**: 0
**Energy above the lowest of the compared OMol25 structures with the same formula, charge and spin**: 1.705 eV
**Orbital gap**: 11.2373 eV
**SMILES**: NC(=O)O[C@H](F)N(C(=O)F)C(=O)F
**E_HOMO**: -0.406 Eh


# 6
C4H3F3O in the gas phase in a non-equilibrium geometry. Source: the Open Molecules 2025 dataset; level of theory: ωB97M-V/def2-TZVPD.

Element x y z (Å)
C 1.1536 0.0102 0.2814
C -0.9912 0.3937 -0.4256
C 0.5689 -1.0306 -0.6110
C -0.2491 0.5316 0.8779
O 2.1534 0.6425 0.2995
F 1.2839 -1.2187 -1.7168
F -0.2338 1.8053 1.2279
F -0.7508 -0.2473 1.8279
H -0.8812 1.3009 -1.1355
H -1.9755 -0.3403 -0.4495
H -0.0782 -1.8474 -0.1764

**E**: -528.93809 a.u.
**Total charge**: 0
**Energy above the lowest of the compared OMol25 structures with the same formula, charge and spin**: 2.493 eV
**Orbital gap**: 10.2007 eV
**E_HOMO**: -0.372 Eh


# 7
A molecular structure, C4H3F3S in a non-equilibrium geometry. Source: the Open Molecules 2025 dataset; level of theory: ωB97M-V/def2-TZVPD.

Element x y z (Å)
C -0.7582 -0.0986 -0.6005
C -0.1866 1.1106 0.0839
C 1.0814 0.1538 0.2211
C 0.1607 -1.0329 0.1989
H -0.5332 -0.0178 -1.6564
H -0.0390 2.0874 -0.3270
H 0.5962 -1.9257 -0.2197
F -2.0946 -0.3146 -0.4736
F -0.6881 1.4624 1.3024
F -0.2758 -1.4517 1.4172
S 2.7371 0.0271 0.0536

**E**: -851.90385 a.u.
**Total charge**: 0
**Energy above the lowest of the compared OMol25 structures with the same formula, charge and spin**: 1.115 eV
**Orbital gap**: 7.8225 eV
**E_HOMO**: -0.349 Eh


# 8
2 unconnected molecules or ions with the total composition C4H3F5O in a non-equilibrium geometry. Source: the Open Molecules 2025 dataset; level of theory: ωB97M-V/def2-TZVPD.

Element x y z (Å)
C 2.7088 0.6261 -0.0876
C -1.1892 0.0565 -0.6256
C 1.8274 -0.1822 0.4817
C -2.5383 -0.2896 0.1108
O -0.4839 0.9290 -0.2810
F 3.3350 1.5122 0.6675
F 1.2626 -1.2393 -0.2167
F -3.4621 0.6824 -0.0391
F -3.0671 -1.4418 -0.2389
F -2.2191 -0.4842 1.4044
H 3.1147 0.5497 -1.0930
H -0.9214 -0.6508 -1.5876
H 1.6326 -0.0680 1.5052

**2S+1**: 3
**E**: -728.57776 a.u.
**Total charge**: 0
**Energy above the lowest of the compared OMol25 structures with the same formula, charge and spin**: 2.161 eV
**Orbital gap (spin up / spin down)**: 8.1266 / 6.5742 eV
**E_HOMO (spin up / spin down)**: -0.263 / -0.368 Eh


Q: Which value of E does entry 2 give?
A: -825.82340 a.u.